## A
# C3H8O2S

2 unconnected molecules or ions with the total composition C3H8O2S (ωB97M-V/def2-TZVPD, the Open Molecules 2025 dataset).

Molecular weight in g mol⁻¹: 108.16
Orbital gap in eV: 6.013
Multiplicity: 1
Total charge: -2

The geometry in XYZ format:
```
14
C3H8O2S (ωB97M-V/def2-TZVPD)
C -0.23 -0.09 0.71
O 1.02 0.19 1.31
C -0.28 0.06 -0.81
C -1.82 0.08 -1.42
S -1.95 0.42 -3.17
H -0.76 -1.06 1.06
H -0.90 0.69 1.28
H 0.21 -0.81 -1.23
H 0.19 1.03 -1.07
H -2.50 0.70 -0.79
H -2.18 -0.94 -1.17
H 1.98 -0.03 1.23
H 3.26 0.14 2.19
O 3.96 -0.37 1.88
```

## B
# C3H8O2S

2 unconnected molecules or ions with the total composition C3H8O2S (ωB97M-V/def2-TZVPD, the Open Molecules 2025 dataset).

Molecular weight in g mol⁻¹: 108.16
Orbital gap in eV: 5.809
Multiplicity: 1
Total charge: -2

The geometry in XYZ format:
```
14
C3H8O2S (ωB97M-V/def2-TZVPD)
C 0.16 0.39 -0.06
O 1.23 0.94 -0.76
C -0.59 -0.79 -0.66
C -1.50 -1.45 0.37
S -2.58 -2.81 -0.37
H 0.54 0.02 0.92
H -0.51 1.22 0.32
H 0.16 -1.48 -1.05
H -1.11 -0.50 -1.58
H -2.21 -0.69 0.70
H -0.86 -1.80 1.20
H 1.91 1.55 -0.10
H 2.58 3.17 0.45
O 2.78 2.24 0.62
```

## C
# C3H8O2S

2 unconnected molecules or ions with the total composition C3H8O2S (ωB97M-V/def2-TZVPD, the Open Molecules 2025 dataset).

Molecular weight in g mol⁻¹: 108.16
Orbital gap in eV: 5.961
Multiplicity: 1
Total charge: -2

The geometry in XYZ format:
```
14
C3H8O2S (ωB97M-V/def2-TZVPD)
C -0.08 0.10 -0.45
O -1.46 0.70 -0.64
C 0.05 -0.44 0.93
C 1.55 -0.54 1.53
S 1.67 -1.79 2.96
H 0.13 -0.65 -1.28
H 0.81 0.81 -0.56
H -0.36 -1.55 0.96
H -0.32 0.21 1.66
H 1.82 0.53 1.90
H 2.21 -0.84 0.73
H -1.87 1.09 -1.49
H -1.93 0.82 -3.37
O -2.21 1.54 -2.88
```

Of the structures shown above, A is the least stable.